{
  "formula": "C6H4F10N2O2S",
  "method": "wB97M-V/def2-TZVPD",
  "elements": ["H", "N", "C", "C", "N", "C", "F", "F", "C", "F", "F", "C", "F", "F", "C", "F", "F", "F", "S", "O", "O", "F", "H", "H", "H"],
  "coordinates": [[-3.233296, 0.266760, -2.305865], [-2.237428, 0.205470, -2.109094], [-1.964843, -0.947584, -1.674596], [-0.547184, -1.320634, -1.333862], [-0.222365, -1.506418, 0.096295], [0.702040, -0.574261, 0.672846], [1.066822, -0.973036, 1.894238], [1.823796, -0.616102, -0.089010], [0.254795, 0.934107, 0.762936], [-1.003986, 1.085588, 0.331802], [0.270733, 1.322808, 2.053654], [1.135993, 1.930513, -0.031926], [0.485217, 3.111775, 0.028218], [1.196379, 1.598789, -1.329367], [2.577325, 2.171253, 0.556053], [3.470805, 2.020134, -0.430211], [2.685609, 3.413560, 1.021343], [2.875983, 1.311646, 1.528638], [-1.440601, -2.111863, 1.024901], [-1.908474, -3.264600, 0.343967], [-2.381122, -1.136861, 1.434329], [-0.694584, -2.579254, 2.273429], [-2.735585, -1.704777, -1.580991], [0.097921, -0.585760, -1.792617], [-0.331217, -2.258397, -1.834860]],
  "forces_ev_per_angstrom": [[-0.08, 0.10, -0.11], [0.25, -0.01, -0.04], [-0.41, 0.39, 0.03], [-0.26, -0.61, -0.71], [0.22, 0.53, 0.82], [0.52, 0.05, -0.11], [-0.11, 0.06, 0.00], [-0.02, 0.01, -0.18], [-0.22, 0.15, 0.30], [0.16, -0.24, -0.23], [0.10, 0.02, -0.02], [-0.32, 0.78, 0.10], [0.02, -0.05, 0.08], [0.08, -0.28, 0.10], [0.37, 0.08, -0.61], [-0.09, -0.01, 0.27], [-0.03, -0.32, 0.09], [-0.05, 0.09, 0.00], [-1.55, -0.58, -0.86], [0.29, -0.04, -0.05], [0.38, 0.32, 0.30], [0.38, -0.17, 0.29], [0.02, -0.33, 0.20], [0.26, 0.34, 0.33], [0.08, -0.27, 0.00]],
  "mulliken_charge": [0.2658, -0.5307, 0.0411, -0.9531, 0.1206, 0.5130, -0.3158, -0.3486, 0.7613, -0.2529, -0.3211, 0.4998, -0.3121, -0.2693, 0.7901, -0.2623, -0.2431, -0.2493, 1.0746, -0.5953, -0.5053, -0.1731, 0.5180, 0.3420, 0.4057],
  "charge": 0,
  "energy_ev": -51371.0619
}